Here is a cluster of 6 separate species, C22H51F5INO11P in total in a non-equilibrium geometry from the Open Molecules 2025 dataset. Energies are from ωB97M-V/def2-TZVPD.

Calculated values
Net charge: +1
E_HOMO: -11.13 eV

Geometry (Å):
I (3.79623, -0.10262, 4.81626)
P (-0.74716, 3.88969, 2.29954)
F (-1.96290, 0.15628, 3.19010)
F (-2.96398, 2.40111, 0.47923)
F (-4.25291, 1.18153, 1.83002)
F (-2.67432, 2.27556, 3.47095)
F (-2.74276, 0.13210, 0.56172)
O (4.47096, 0.49429, -0.77269)
O (2.08672, -3.55368, -5.81227)
O (-3.75904, -1.75754, -5.69636)
O (-1.91837, -2.64258, -3.78370)
O (0.18796, -6.82348, 0.53494)
O (6.75697, -1.12750, -0.67657)
O (0.06521, -4.21486, -0.47074)
O (-5.79411, 3.88364, 2.43775)
O (1.42124, -3.18585, -3.11713)
O (-8.02971, 3.84870, 0.75117)
O (-0.23039, 1.55183, 0.86156)
N (0.83810, -0.03866, 2.38248)
C (4.82753, -0.33810, -1.88476)
C (-1.06460, -6.14497, 0.42478)
C (6.33382, -0.53882, -1.90147)
C (1.94226, -4.43632, -3.57563)
C (2.81510, 1.83448, 5.20991)
C (0.38491, 4.79363, 1.09457)
C (2.79095, 2.77961, 3.92118)
C (1.58422, -0.02455, -0.17085)
C (-0.59423, 4.57642, 4.04932)
C (-0.53523, 2.00787, 2.22877)
C (1.57099, -4.63011, -5.03642)
C (2.15813, 2.04158, 2.64918)
C (-2.39041, -1.35351, -5.76336)
C (-2.95068, 1.28712, 1.29653)
C (-0.83621, -4.64743, 0.54423)
C (0.74379, 1.34013, 2.96906)
C (0.46771, 0.27263, 0.93177)
C (-6.79449, 4.39897, 0.31066)
C (1.37852, -1.53942, -0.64840)
C (-6.01641, 4.93877, 1.49936)
C (-1.80061, -1.34634, -4.36296)
C (-1.97817, 1.42721, 2.57093)
H (0.48538, -6.73734, 1.44971)
H (-0.74463, -1.06789, -4.38126)
H (3.50242, 2.34599, 5.96466)
H (-5.15961, 3.27209, 2.03989)
H (0.41025, 1.39363, 4.06410)
H (-1.87326, -2.08067, -6.39179)
H (-7.00466, 5.18809, -0.41370)
H (1.36165, 5.02437, 1.65843)
H (-0.01381, 5.80756, 0.76512)
H (3.88643, 2.97628, 3.64780)
H (4.31666, -1.29252, -1.74558)
H (-1.77245, -4.09600, 0.43615)
H (1.77130, -0.50013, 2.37486)
H (-1.62159, 5.00475, 4.31608)
H (-5.05298, 5.35681, 1.19197)
H (0.10879, 5.48117, 4.05924)
H (-1.47576, -6.39101, -0.55560)
H (-7.84501, 3.42976, 1.60516)
H (0.26196, -0.78875, 2.81139)
H (2.94236, 1.28291, 2.30667)
H (-1.74284, -6.51116, 1.20038)
H (6.84920, 0.42319, -2.00083)
H (1.54660, -5.24257, -2.95083)
H (1.97787, -5.56507, -5.42558)
H (0.71152, 4.15378, 0.20514)
H (4.79234, 1.38515, -0.96423)
H (-4.25221, -1.04313, -5.27306)
H (2.08406, 2.79931, 1.80207)
H (-6.23350, 3.59739, -0.18418)
H (0.45628, -3.27352, -3.07300)
H (-0.35315, 3.81537, 4.85131)
H (0.71211, -4.93073, -0.57326)
H (-0.38496, -4.40283, 1.51376)
H (1.80178, 1.70865, 5.69373)
H (1.43374, 0.63236, -1.08867)
H (1.07487, -1.61407, -1.73718)
H (3.02695, -4.39231, -3.45934)
H (0.48230, -4.63383, -5.15896)
H (-2.34517, -0.64618, -3.71913)
H (-2.32776, -0.36677, -6.23065)
H (4.47430, 0.12634, -2.80951)
H (2.61878, 0.15268, 0.27753)
H (2.33871, 3.80595, 4.11583)
H (2.40301, -2.04520, -0.56629)
H (-0.37110, -0.47259, 0.76120)
H (-6.59257, 5.70868, 2.01546)
H (-2.76736, -2.99546, -4.09217)
H (2.00559, -2.76408, -5.25760)
H (6.63431, -1.19166, -2.72246)
H (6.19862, -0.73964, 0.01250)
H (0.67956, -2.15398, -0.00792)



Here is a structure of composition C22H51FGe2NScSi4 from the Open Molecules 2025 dataset. Energies are from ωB97M-V/def2-TZVPD.

Calculated values
Net charge: +1
2S+1: 2
E_HOMO (alpha / beta): -10.81 / -10.97 eV

Geometry (Å):
Ge (-0.59811, 0.81692, -4.25639)
Ge (1.52478, 0.01443, 0.95061)
Sc (-0.65505, 0.24459, -0.79002)
Si (-3.02721, 1.22123, 1.04067)
Si (2.29415, -2.20513, 0.41322)
Si (1.00059, 0.24986, 3.27358)
Si (2.81120, 1.80007, -0.05739)
F (-0.98031, -1.83592, -1.18756)
N (-2.17698, -0.18699, 0.43391)
C (-2.66498, -1.48369, 0.41458)
C (4.07208, -2.14571, 1.02041)
C (0.47872, 2.01934, 3.60599)
C (-2.35807, -3.72024, -0.60528)
C (3.98967, 2.29964, 1.31142)
C (-1.85933, 1.06231, -5.72616)
C (1.72556, 3.23481, -0.57718)
C (0.11256, -1.01389, -4.29829)
C (-2.05500, -2.40120, -0.43012)
C (-4.66700, 1.44149, 0.18552)
C (0.89643, 2.07184, -4.42837)
C (-3.25442, 1.20693, 2.89555)
C (-1.83385, 2.61169, 0.57106)
C (-0.32351, -0.99849, 3.71666)
C (2.58358, -0.13211, 4.20609)
C (1.28327, -3.45058, 1.37969)
C (2.28292, -2.59539, -1.41681)
C (-1.46700, 1.14957, -2.52733)
C (3.75705, 1.10165, -1.51199)
C (-4.07393, -3.35170, 1.03535)
C (-3.71626, -2.01583, 1.16814)
C (-3.41219, -4.20513, 0.16404)
H (-5.14936, 2.36724, 0.50722)
H (-1.59904, 2.23280, -2.43136)
H (1.62633, 1.93321, -3.62981)
H (-2.29606, 2.06032, -5.69162)
H (4.50614, -3.14797, 0.95271)
H (-3.67322, 2.16799, 3.20742)
H (-1.85346, 3.40455, 1.32239)
H (1.51423, -3.39671, 2.44487)
H (-1.80447, -4.33068, -1.30448)
H (1.52465, -4.46172, 1.04214)
H (4.30941, 1.89889, -2.01607)
H (-4.53845, 1.49235, -0.89753)
H (-0.31304, 2.36278, 2.93991)
H (3.10494, 0.63745, -2.25299)
H (2.70772, -3.59028, -1.57513)
H (2.42610, 0.06662, 5.27013)
H (4.48109, 0.35056, -1.19142)
H (2.89058, -1.88632, -1.98202)
H (-2.07273, 3.06749, -0.38841)
H (-0.76588, 2.32885, 0.55325)
H (-2.47528, 0.70820, -2.54632)
H (0.20700, -3.30909, 1.26109)
H (-1.36597, 0.93691, -6.69010)
H (3.42727, 0.47716, 3.87987)
H (-2.66936, 0.33545, -5.66042)
H (-2.31461, 1.06952, 3.42924)
H (4.57290, 1.45510, 1.68084)
H (4.68654, -1.48381, 0.40779)
H (-0.65868, -1.74933, -4.06402)
H (1.32823, 2.69593, 3.49269)
H (-4.89259, -3.73200, 1.63119)
H (1.02049, 2.96189, -1.36966)
H (-0.72161, -0.79144, 4.71325)
H (1.15615, 3.63591, 0.26294)
H (-1.15508, -0.98952, 3.01050)
H (3.46891, 2.75486, 2.15482)
H (4.15179, -1.82346, 2.05892)
H (0.54326, 3.10306, -4.38272)
H (0.11459, 2.12003, 4.63150)
H (1.27900, -2.61230, -1.84544)
H (-3.70999, -5.23988, 0.07638)
H (0.09492, -2.00576, 3.73124)
H (-5.35404, 0.62287, 0.40521)
H (-3.94701, 0.43458, 3.23224)
H (4.69318, 3.03975, 0.91812)
H (1.41712, 1.93622, -5.37634)
H (2.34196, 4.04377, -0.97722)
H (2.86005, -1.18338, 4.11000)
H (-4.25453, -1.38497, 1.86258)
H (0.94182, -1.14906, -3.59817)
H (0.49875, -1.23902, -5.29282)



Here is a cluster of 5 separate species, C22H51N5 in total in a non-equilibrium geometry from the Open Molecules 2025 dataset. Energies are from ωB97M-V/def2-TZVPD.

Calculated values
Net charge: 0
E_HOMO: -8.28 eV
Structure (SMILES): CCN(CC)CC.CCN(CC)CC.CCN(CC)CC.CC#N.CC#N

Geometry (Å):
N (-3.76522, 3.60057, 0.19238)
N (0.00329, -0.29041, -4.51707)
N (5.30126, -1.26239, 0.82603)
N (0.37712, 1.67479, -0.86470)
N (-1.35184, -2.36396, -0.18506)
C (3.59187, 0.43229, 1.41279)
C (3.87543, -1.03792, 1.05203)
C (-3.45770, 3.68079, 2.67978)
C (5.60331, -2.66632, 0.81113)
C (-2.68251, 5.44774, -1.09753)
C (-3.87843, 5.03434, -0.20896)
C (-1.51955, 2.05340, -2.67722)
C (-4.70787, 1.42512, 0.45245)
C (-5.02121, 2.89408, 0.29245)
C (5.70468, -3.40705, 2.15060)
C (-0.47595, 1.80201, -1.62777)
C (5.79397, -0.55535, -0.37226)
C (7.21482, 0.00495, -0.25046)
C (-0.25210, -3.28149, 0.31296)
C (1.12254, -1.72579, -2.62596)
C (-2.84855, 3.40351, 1.30810)
C (-1.90802, -1.55234, 0.78212)
C (-0.92594, -0.65749, 1.44957)
C (-2.19814, -3.17404, -1.03022)
C (-0.64564, -4.51909, 1.04659)
C (-2.92740, -2.37535, -2.10761)
C (0.55861, -0.86633, -3.68636)
H (4.90221, -3.28374, 0.17416)
H (0.24534, -4.93331, 1.43677)
H (0.38386, -3.47602, -0.57317)
H (-2.49593, 2.36316, -2.32810)
H (-5.59635, 0.79161, 0.53720)
H (-2.94669, -3.75680, -0.44642)
H (-5.70966, 3.34428, 1.02569)
H (7.50001, 0.49468, -1.18991)
H (-2.24490, -1.73513, -2.73523)
H (-1.37207, 0.00668, 2.20069)
H (0.41117, -2.63678, 0.93632)
H (-0.41965, 0.04557, 0.78118)
H (-4.16442, 1.16760, 1.34420)
H (2.07153, -2.21147, -2.93152)
H (-2.51137, 2.40136, 1.19336)
H (-5.56815, 3.09043, -0.63930)
H (-2.52100, 4.81724, -1.96469)
H (5.08317, 0.30397, -0.63579)
H (-1.15899, 2.86829, -3.29803)
H (3.52429, -1.70473, 1.85508)
H (2.48354, 0.61841, 1.55086)
H (7.97562, -0.77601, -0.15812)
H (3.97235, 1.17844, 0.70850)
H (-1.53536, -3.89172, -1.51013)
H (3.26158, -1.34539, 0.22093)
H (-4.76297, 5.21189, -0.93560)
H (-3.75404, -1.81116, -1.73449)
H (-1.23901, -4.29752, 1.91913)
H (-1.17588, -5.21434, 0.41366)
H (-2.39457, -2.20271, 1.55958)
H (-0.15824, -1.20050, 1.93345)
H (-2.81431, 6.44457, -1.49658)
H (-1.45871, 1.17930, -3.32097)
H (5.65160, -1.33083, -1.18662)
H (-4.10818, 1.13983, -0.47476)
H (0.40617, -2.54376, -2.42950)
H (7.25782, 0.67056, 0.57533)
H (-1.97494, 4.09150, 1.21919)
H (-3.89360, 4.68652, 2.62584)
H (6.54075, -2.75114, 0.21523)
H (-2.71699, 3.71174, 3.53049)
H (5.90797, -4.41886, 1.90877)
H (1.25725, -1.12106, -1.75711)
H (-4.03758, 5.62970, 0.68060)
H (-1.72971, 5.46532, -0.60194)
H (6.55013, -3.01245, 2.68580)
H (-3.35484, -3.08447, -2.80873)
H (-4.26111, 2.99661, 2.97192)
H (4.03138, 0.73174, 2.38307)
H (-2.73315, -1.09758, 0.25596)
H (4.81377, -3.33180, 2.79595)



Here is a structure of composition C22H52BGaN3O11 in a non-equilibrium geometry from the Open Molecules 2025 dataset. Energies are from ωB97M-V/def2-TZVPD.

Calculated values
Net charge: -1
E_HOMO: -3.78 eV

Geometry (Å):
Ga (1.91183, 0.90093, 1.03224)
O (-3.88544, 5.02653, 5.79539)
O (-3.52901, 0.81978, -3.64815)
O (-5.15016, -0.74858, -3.60272)
O (3.27310, 1.93470, 1.85432)
O (-4.49004, 2.96212, 5.70587)
O (6.07407, -5.37767, -5.13942)
O (4.15683, -5.96198, -4.09563)
O (2.86566, 1.29474, -1.82858)
O (5.26895, -4.28016, -3.33950)
O (-5.30631, 1.14756, -4.82245)
O (-4.57316, 4.02006, 7.69757)
N (2.12248, -1.07914, -1.47987)
N (-2.38551, 1.08275, 2.21239)
N (2.13630, -1.91266, 2.10240)
C (-0.79677, 1.54483, -0.07526)
C (3.99389, -7.04342, -5.01666)
C (5.57048, 2.54636, 1.71037)
C (-3.09586, 1.79302, 1.11834)
C (-4.34329, 4.00739, 6.51890)
C (4.53574, 1.36205, 1.74076)
C (1.26525, -0.68456, 2.21875)
C (0.25455, 2.16410, 0.89673)
C (1.27132, -3.08167, 1.82832)
C (-6.60379, 0.74270, -5.26523)
C (3.30180, -1.93195, -1.18080)
C (2.10184, -0.98597, -2.97070)
C (-4.92592, 1.77290, 6.36201)
C (6.42066, -3.43834, -3.38482)
C (-4.70344, 0.29797, -3.98654)
C (4.83431, -8.23685, -4.60989)
C (5.24837, -5.21939, -4.28096)
C (-2.14399, 2.34732, -0.00106)
C (-2.30232, 6.17924, 7.23333)
C (-3.64098, 6.23300, 6.52584)
C (-2.78862, 0.03431, -2.70732)
C (-7.65903, 1.06526, -4.22677)
B (2.32545, 0.30047, -0.92659)
H (3.36562, -2.74820, -1.92786)
H (-5.14660, 1.04011, 5.58931)
H (-1.99599, 3.42136, 0.18724)
H (4.22208, -6.72090, -6.03325)
H (4.81069, 0.69711, 2.58546)
H (5.56417, 3.05393, 2.68958)
H (-2.29679, 5.40519, 8.00147)
H (4.70052, 0.79400, 0.80124)
H (5.89812, -8.00385, -4.66846)
H (3.11918, -0.74304, -3.34326)
H (-3.27367, 0.06127, -1.73207)
H (0.27601, -0.95457, 1.78615)
H (-1.50641, 5.93878, 6.52700)
H (1.88044, -1.99846, -3.37032)
H (-1.79972, 0.47486, -2.61308)
H (-8.65632, 0.84349, -4.60970)
H (-0.12527, 2.28051, 1.92803)
H (-7.50185, 0.48499, -3.31704)
H (-3.75795, 1.04854, 0.62539)
H (4.63154, -9.08954, -5.25950)
H (1.81435, -4.02268, 2.05342)
H (-2.72884, 1.47202, 3.07920)
H (-2.59799, 0.09895, 2.16146)
H (-2.65957, 2.20493, -0.97384)
H (0.36888, -3.08188, 2.48145)
H (-0.35429, 1.63420, -1.08786)
H (3.24952, -2.41891, -0.19874)
H (1.10084, -0.39530, 3.27699)
H (5.14305, 3.27275, 0.99608)
H (4.20660, -1.30811, -1.33676)
H (-2.07894, 7.13637, 7.70642)
H (2.93742, -7.30926, -4.98985)
H (-5.82927, 1.95214, 6.94346)
H (6.55737, -3.00928, -4.37622)
H (-4.13268, 1.38364, 7.00001)
H (6.57654, 2.22628, 1.39586)
H (-2.68071, -0.99342, -3.05127)
H (0.60323, 3.16950, 0.58092)
H (7.30585, -4.00073, -3.08655)
H (4.62184, -8.51941, -3.57746)
H (-6.60872, -0.31667, -5.52495)
H (6.26266, -2.62906, -2.67582)
H (-0.90702, 0.48246, 0.19894)
H (-6.80200, 1.30222, -6.17951)
H (0.92039, -3.07663, 0.78311)
H (2.30203, 2.05388, -1.68154)
H (-3.73893, 2.59708, 1.50715)
H (-3.63824, 7.03786, 5.79128)
H (2.49716, -2.09233, 3.03445)
H (1.34022, -0.28589, -3.33478)
H (-4.45559, 6.43229, 7.22343)
H (-7.61220, 2.11966, -3.94937)



Here is a cluster of 5 separate species, C22H52FO17PS6 in total in a non-equilibrium geometry from the Open Molecules 2025 dataset. Energies are from ωB97M-V/def2-TZVPD.

Calculated values
Net charge: 0
E_HOMO: -8.42 eV
Structure (SMILES): CCSC[C@@](CCF)(C[C@@H](C)O)OC(=O)P(O)(O)=S.CCOS(C)(=O)=O.CCOS(C)(=O)=O.CCOS(C)(=O)=O.CCOS(C)(=O)=O

Geometry (Å):
S (-4.37789, 4.23271, -4.14513)
S (3.13478, 2.67531, -2.51559)
S (4.64073, 4.33289, 4.96712)
S (0.75010, -1.27990, -2.57175)
S (-4.32012, -5.12565, 0.84334)
S (1.50637, 1.89453, 1.09171)
P (-0.23652, 1.10461, 1.54044)
F (1.81716, -5.40215, -1.28105)
O (5.28658, 3.53484, 3.95906)
O (3.53458, 3.14064, -1.21158)
O (1.14412, -1.74093, 4.13308)
O (-3.70814, -4.79753, -0.41693)
O (-1.35908, 2.40946, 1.38013)
O (3.74250, 5.46511, 4.24062)
O (-0.68809, -1.60964, 0.40736)
O (-4.56574, 3.74700, -2.61406)
O (3.12291, 3.93085, -3.53636)
O (-4.96381, -6.60576, 0.74296)
O (-3.59937, -5.01334, 2.08571)
O (-5.43550, 3.67116, -4.94366)
O (3.78186, 1.55935, -3.15555)
O (-0.36028, 0.62986, 3.17101)
O (-1.43272, 0.24412, -0.69538)
O (3.87083, 3.73623, 6.02823)
O (-2.99288, 4.09097, -4.51354)
C (1.53861, -1.47678, -0.91512)
C (1.85713, -4.52149, -0.11424)
C (1.37436, -4.03332, 3.28670)
C (4.32779, 4.67908, -3.70632)
C (-0.81035, -0.20645, 0.30729)
C (5.36340, 3.90940, -4.50619)
C (0.83792, -2.53113, 2.92910)
C (-3.22778, 1.70724, -2.48403)
C (1.39407, 2.36032, -2.50024)
C (-4.59896, 2.34281, -2.34518)
C (-3.17235, -8.07064, 1.52369)
C (1.54820, -1.95101, 1.61440)
C (-5.82884, -4.21639, 1.00389)
C (1.54823, 4.41823, 4.03913)
C (-4.10929, -7.69566, 0.38959)
C (0.65882, -2.12177, 0.25378)
C (-1.43134, -2.93185, -3.11393)
C (0.19091, -2.87507, -3.31526)
C (5.83912, 5.40967, 5.69775)
C (-4.70462, 5.95295, -3.89290)
C (0.48030, -3.73484, 0.08405)
C (2.73150, 5.04408, 3.32240)
H (4.94325, 3.57785, -5.45892)
H (6.24368, 4.52638, -4.69848)
H (-0.07893, -4.19765, 0.98315)
H (1.16070, 5.09618, 4.80387)
H (0.34080, -2.92585, -4.46016)
H (-4.75468, -8.54812, 0.16363)
H (2.79903, -3.87831, -0.08024)
H (1.83573, 3.49328, 4.54374)
H (5.69340, 3.01706, -3.97119)
H (0.26568, -1.66150, 4.56796)
H (-4.94525, 2.22216, -1.31552)
H (4.06457, 5.59115, -4.24797)
H (0.74815, 4.17778, 3.33542)
H (2.56879, -2.48100, 1.52880)
H (-5.33103, 1.84785, -2.99104)
H (1.05618, 2.19677, -3.52329)
H (-1.16995, 2.85880, 0.52426)
H (1.51373, -4.16922, 4.41799)
H (-4.01894, 6.33508, -3.13723)
H (1.81064, -0.84563, 1.82104)
H (2.38607, -4.25045, 2.78841)
H (4.72707, 4.98568, -2.73438)
H (-1.72479, -2.99239, -2.00107)
H (5.32340, 6.14268, 6.31743)
H (-2.47273, -7.26188, 1.74280)
H (2.54949, -2.01293, -1.07715)
H (-2.49790, 2.23060, -1.86281)
H (2.39263, 5.93382, 2.78591)
H (-5.56684, -3.17247, 1.17287)
H (-2.87055, 1.75886, -3.51449)
H (0.88039, 3.20909, -2.04902)
H (1.83329, -0.41305, -0.56192)
H (-0.28339, -2.62065, 2.73030)
H (-6.38393, -4.60227, 1.85844)
H (-4.53302, 6.46229, -4.84052)
H (-2.58713, -8.95628, 1.26798)
H (6.41119, 5.89714, 4.90864)
H (6.49618, 4.79870, 6.31566)
H (-1.80945, -1.89347, -3.45791)
H (0.62074, -4.81506, 2.92390)
H (-0.18063, -4.00055, -0.82501)
H (-1.91450, -3.75988, -3.73043)
H (-3.73678, -8.26616, 2.43877)
H (0.65454, -3.81514, -2.86884)
H (-5.74110, 6.07890, -3.58073)
H (3.15055, 4.35963, 2.57821)
H (-3.55178, -7.46313, -0.52308)
H (-6.40625, -4.31508, 0.08494)
H (1.22743, 1.46216, -1.90733)
H (1.95242, -5.24771, 0.78057)
H (0.06538, 1.36789, 3.67982)
H (-3.25475, 0.65593, -2.19438)



| no. | E_tot (eV) |
| --- | --- |
| 1 | -78618.7299 |
| 2 | -193090.9368 |
| 3 | -31089.0243 |
| 4 | -103703.8498 |
| 5 | -135478.9080 |